No. 1
98
Properties=species:S:1:pos:R:3:lowdin_spin:R:1 method="wB97M-V/def2-TZVPD" s2=0.75 homo_ev="-8.95 / -9.60" multiplicity=2
C 3.502 -0.799 2.536 0.001
C 2.840 -0.295 1.200 0.025
C 3.246 -1.392 0.129 0.007
C 1.279 -0.323 1.270 0.011
C 0.597 0.912 1.935 0.001
Cl 0.741 0.709 3.763 0.001
C -0.942 1.050 1.633 0.000
C -1.602 -0.181 0.943 0.000
C -3.078 0.215 0.571 0.000
Br -3.594 -0.772 -1.095 0.000
C 1.303 2.224 1.421 0.015
C 2.426 2.001 0.356 0.027
C 1.863 1.796 -1.110 0.001
C 3.203 3.379 0.282 -0.001
N 3.437 0.984 0.735 0.334
O 4.169 1.500 1.685 0.569
H 4.586 -0.909 2.334 -0.001
H 3.134 -1.830 2.726 0.000
H 3.286 -0.148 3.394 0.002
H 4.284 -1.142 -0.169 0.001
H 3.184 -2.419 0.554 0.000
H 2.615 -1.279 -0.780 0.000
H 1.013 -1.234 1.848 0.001
H 0.910 -0.517 0.241 0.000
H -1.187 1.934 1.006 0.000
H -1.460 1.237 2.599 0.000
H -1.585 -1.089 1.570 0.000
H -1.129 -0.438 -0.028 0.000
H -3.160 1.281 0.294 0.000
H -3.806 -0.068 1.346 0.000
H 0.616 2.990 1.024 0.001
H 1.803 2.685 2.304 0.003
H 0.944 1.174 -1.014 0.000
H 1.669 2.750 -1.618 0.000
H 2.603 1.153 -1.625 0.001
H 3.313 3.858 1.269 0.000
H 4.159 3.273 -0.262 0.000
H 2.594 4.082 -0.332 0.000
C 6.454 1.771 -1.463 0.000
C 7.324 2.515 -2.433 0.000
O 6.846 2.068 -3.690 0.000
C 5.536 1.760 -3.509 0.000
O 4.755 1.606 -4.387 0.000
O 5.229 1.656 -2.189 0.002
F 8.631 2.152 -2.306 0.000
H 6.838 0.774 -1.235 0.000
H 6.308 2.312 -0.529 0.000
H 7.237 3.596 -2.375 0.000
C 7.407 8.163 -3.923 0.000
C 8.578 7.279 -4.241 0.000
O 8.199 6.042 -3.660 0.000
C 6.840 6.009 -3.692 0.000
O 6.193 5.027 -3.535 0.000
O 6.320 7.236 -3.932 0.000
F 9.710 7.719 -3.639 0.000
H 7.488 8.620 -2.935 0.000
H 7.260 8.947 -4.664 0.000
H 8.762 7.139 -5.309 0.000
C -2.163 -2.871 5.670 0.000
C -1.373 -2.374 4.496 0.000
O -2.270 -1.477 3.865 0.000
C -3.067 -0.988 4.856 0.000
O -3.750 -0.027 4.747 0.000
O -2.973 -1.738 5.984 0.000
F -1.086 -3.380 3.630 0.000
H -2.804 -3.718 5.412 0.000
H -1.533 -3.150 6.513 0.000
H -0.455 -1.845 4.762 0.000
C -8.287 -0.809 0.082 0.000
C -7.451 -0.117 -0.954 0.000
O -7.784 1.248 -0.764 0.000
C -8.118 1.377 0.550 0.000
O -8.194 2.412 1.121 0.000
O -8.343 0.168 1.123 0.000
F -7.813 -0.487 -2.212 0.000
H -9.290 -1.021 -0.269 0.000
H -7.835 -1.734 0.435 0.000
H -6.374 -0.251 -0.831 0.000
C -10.438 -4.621 -1.837 0.000
C -11.881 -4.642 -1.424 0.000
O -11.843 -4.068 -0.128 0.000
C -10.780 -3.222 -0.119 0.000
O -10.597 -2.382 0.697 0.000
O -9.953 -3.455 -1.170 0.000
F -12.352 -5.911 -1.329 0.000
H -9.891 -5.498 -1.482 0.000
H -10.310 -4.539 -2.915 0.000
H -12.543 -4.054 -2.064 0.000
C 2.878 -5.366 -1.220 0.000
C 1.467 -5.872 -1.130 0.000
O 1.330 -6.169 0.248 0.000
C 2.167 -5.321 0.904 0.000
O 2.121 -5.102 2.067 0.000
O 3.059 -4.747 0.055 0.000
F 1.303 -7.013 -1.845 0.000
H 3.604 -6.172 -1.339 0.000
H 3.014 -4.647 -2.026 0.000
H 0.707 -5.145 -1.424 0.000

No. 2
82
Properties=species:S:1:pos:R:3:lowdin_spin:R:1 method="wB97M-V/def2-TZVPD" s2=2.02 homo_ev="-10.03 / -10.12" multiplicity=3 total_charge=+1
V 8.992 12.892 13.992 1.950
C 4.892 11.598 17.325 0.000
N 6.307 11.716 17.074 0.004
C 7.142 11.395 18.234 0.000
C 6.908 12.133 15.921 0.006
O 8.188 12.069 15.813 0.012
C 6.031 12.523 14.736 0.004
O 6.734 13.261 13.716 0.019
C 6.731 14.712 13.826 0.008
C 7.542 15.118 15.049 0.007
O 8.766 14.666 14.964 0.004
N 6.962 15.813 16.045 0.004
C 5.718 16.571 15.766 0.001
C 7.737 16.188 17.261 0.000
H 4.792 11.136 18.329 0.000
H 4.309 11.024 16.564 0.000
H 4.490 12.625 17.387 0.000
H 7.453 10.328 18.262 0.000
H 6.473 11.622 19.040 0.000
H 8.008 12.020 18.272 0.000
H 5.079 13.068 15.010 0.000
H 5.743 11.635 14.187 0.000
H 5.682 15.196 13.759 0.000
H 7.279 14.989 12.901 0.003
H 4.900 15.873 15.559 0.000
H 5.789 17.274 14.951 0.000
H 5.414 17.065 16.717 0.000
H 8.311 15.285 17.565 0.000
H 6.994 16.391 18.041 0.000
H 8.319 17.132 17.123 0.000
C 12.801 15.102 10.933 0.000
O 11.404 15.434 11.074 0.000
C 10.951 16.757 10.684 0.000
C 9.417 16.612 10.506 0.000
O 8.843 16.750 11.859 0.000
C 8.456 18.054 12.308 0.000
H 13.368 15.918 11.440 0.000
H 13.039 15.069 9.868 0.000
H 12.843 14.090 11.367 0.000
H 11.419 17.135 9.762 0.000
H 11.081 17.490 11.478 0.000
H 9.246 15.635 10.062 0.000
H 9.013 17.407 9.842 0.000
H 7.848 18.525 11.527 0.000
H 9.307 18.805 12.513 0.000
H 7.830 17.874 13.200 0.000
S 6.412 12.481 10.673 0.000
P 8.102 11.482 11.004 0.012
S 9.783 12.175 12.046 -0.016
C 8.981 11.079 9.484 0.003
C 8.412 10.081 8.674 0.001
C 8.902 9.763 7.415 0.000
C 10.060 10.429 6.998 0.000
C 10.597 11.445 7.780 0.000
C 10.035 11.845 8.977 -0.001
C 7.920 9.899 11.843 0.003
C 6.673 9.484 12.236 0.001
C 6.567 8.140 12.711 0.000
C 7.665 7.330 12.842 0.000
C 8.933 7.829 12.503 0.000
C 9.057 9.075 11.944 0.000
H 7.505 9.609 9.017 0.000
H 8.360 9.051 6.849 0.000
H 10.638 10.122 6.072 0.000
H 11.500 11.934 7.453 0.000
H 10.455 12.704 9.505 -0.001
H 5.783 10.051 11.993 0.000
H 5.612 7.774 13.047 0.000
H 7.631 6.276 13.121 0.000
H 9.766 7.109 12.530 0.000
H 9.985 9.473 11.489 0.000
Br 14.190 13.900 17.672 0.002
C 12.812 13.613 16.473 0.009
C 12.077 12.457 16.708 -0.003
C 11.032 12.094 15.868 0.006
C 10.776 12.922 14.781 -0.041
C 11.741 13.889 14.361 0.005
C 12.599 14.358 15.293 -0.004
H 12.220 11.886 17.622 -0.001
H 10.391 11.247 16.034 0.000
H 11.689 14.306 13.391 0.000
H 13.052 15.321 15.144 0.000

No. 3
90
Properties=species:S:1:pos:R:3:mulliken_charge:R:1 method="wB97M-V/def2-TZVPD" homo_ev=-11.48 total_charge=+1
C 0.790 -6.099 1.105 -0.726
C 0.974 -4.803 0.363 -0.651
C 1.183 -3.359 1.142 0.367
C 2.609 -3.122 1.902 0.044
C 3.731 -4.306 1.796 0.280
O 4.184 -4.846 2.962 -0.500
O 4.314 -4.868 0.565 -0.293
P 4.118 -3.812 -0.805 0.664
O 5.695 -3.341 -1.447 -0.495
O 3.481 -4.879 -2.076 -0.548
C 2.791 -1.662 2.681 -0.175
C 4.273 -1.451 3.383 -0.726
C 5.152 -0.215 2.710 -0.419
C 5.826 -0.629 1.245 -0.354
C 4.954 -0.130 -0.050 0.030
O 4.255 1.158 0.133 -0.456
C 1.562 -0.522 2.726 0.553
P 1.892 1.112 3.654 0.603
O 3.009 1.092 4.759 -0.639
O 0.513 1.867 4.398 -0.486
O 2.448 2.262 2.418 -0.472
N 0.241 -0.831 1.973 0.216
C -0.886 0.223 2.017 0.065
C -0.473 1.615 1.188 0.431
O 0.463 1.488 0.206 -0.511
O -1.075 2.905 1.566 -0.210
C -1.592 3.643 0.402 0.438
C -0.607 4.382 -0.720 -0.524
O -2.949 3.726 0.307 -0.496
C 0.037 -2.149 1.195 0.362
C -1.322 -2.525 0.327 -0.156
C -2.584 -2.959 1.309 -0.666
C -4.020 -2.283 0.794 0.049
C -5.038 -1.895 2.020 -0.730
S -5.510 -0.078 2.108 1.072
O -5.017 0.778 0.914 -0.546
O -7.078 0.077 2.131 -0.613
O -4.934 0.685 3.537 -0.478
H 1.369 -7.087 0.794 0.293
H 0.057 -6.093 2.034 0.232
H 1.012 -4.854 -0.808 0.256
H 5.525 -2.420 -1.840 0.357
H 2.658 -4.465 -2.488 0.326
H 4.971 -2.387 3.343 0.389
H 4.051 -1.278 4.543 0.362
H 6.087 -0.072 3.439 0.378
H 4.597 0.813 2.697 0.177
H 6.873 -0.062 1.205 0.358
H 6.025 -1.783 1.286 0.093
H 4.160 -0.946 -0.380 -0.219
H 5.737 0.052 -0.933 0.298
H 4.527 1.828 -0.579 0.302
H 0.190 1.252 5.147 0.377
H 2.934 2.964 2.976 0.357
H -1.877 -0.125 1.496 -0.258
H -1.227 0.456 3.138 0.205
H 0.512 4.277 -0.321 0.221
H -0.671 3.751 -1.704 0.274
H -0.857 5.520 -0.870 0.278
H -1.138 -3.258 -0.565 0.403
H -1.663 -1.497 -0.177 0.169
H -2.691 -4.120 1.443 0.326
H -2.346 -2.470 2.368 0.343
H -3.827 -1.385 0.068 -0.077
H -4.552 -3.131 0.159 0.425
H -6.052 -2.489 1.836 0.340
H -4.633 -2.199 3.078 0.385
H -3.952 0.903 3.389 0.369
N -3.654 -0.990 -2.251 -0.094
C -3.503 -2.137 -2.948 0.120
C -4.018 -2.341 -4.219 -0.814
C -4.735 -1.307 -4.811 -0.150
C -4.909 -0.114 -4.117 -0.657
C -4.354 -0.004 -2.853 -0.258
H -2.939 -2.915 -2.442 0.217
H -3.864 -3.282 -4.733 0.379
H -5.155 -1.429 -5.805 0.376
H -5.464 0.711 -4.551 0.396
H -4.459 0.909 -2.273 0.462
N -0.189 6.479 -2.811 -0.345
C -1.292 7.156 -3.198 0.001
C -1.500 7.618 -4.488 -0.614
C -0.516 7.375 -5.440 -0.110
C 0.632 6.682 -5.072 -0.537
C 0.748 6.257 -3.758 -0.174
H -2.029 7.324 -2.418 0.346
H -2.407 8.154 -4.743 0.355
H -0.643 7.723 -6.461 0.363
H 1.418 6.477 -5.791 0.348
H 1.624 5.708 -3.423 0.350